Record 1
Molecular formula: C4H4N2O2
Method: DFT, the ωB97M-V functional and the def2-TZVPD basis

Geometry as ORCA input:
```
! RIJCOSX wB97M-V def2-TZVPD def2/J DEFGRID3
* xyz 0 1
C -1.580 0.119 1.022
C 0.732 -0.636 -0.023
C 0.218 -0.871 -1.482
C -0.168 0.031 0.956
N -2.701 0.339 1.174
N -0.035 2.149 0.580
O 1.884 -0.935 0.247
O 0.840 2.476 1.228
H 0.804 -1.557 -2.048
H 0.469 0.069 -1.921
H -0.808 -1.120 -1.621
H 0.346 -0.063 1.889
*
```

Calculated values
LUMO energy (spin up / spin down)	-0.051 / -0.059	Ha
gap between HOMO and LUMO (spin up / spin down)	8.09 / 7.95	eV
DFT total energy	-11283.585	eV

---

Record 2
Molecular formula: C4H4N2O2
Method: DFT, the ωB97M-V functional and the def2-TZVPD basis

Geometry as ORCA input:
```
! RIJCOSX wB97M-V def2-TZVPD def2/J DEFGRID3
* xyz 0 1
N 1.555 -1.456 -1.955
C 0.778 -0.854 -1.354
C -0.196 -0.033 -0.631
O -1.541 -0.454 -0.854
C 0.064 -0.021 0.913
O -0.939 0.751 1.512
C 1.384 0.599 1.182
N 2.460 0.946 1.453
H -0.049 1.036 -0.881
H -1.819 -0.036 -1.671
H 0.077 -1.075 1.243
H -1.775 0.597 1.044
*
```

Calculated values
LUMO energy	-0.001	Ha
gap between HOMO and LUMO	11.65	eV
SMILES	N#C[C@@H](O)[C@H](O)C#N
DFT total energy	-11286.383	eV

---

Record 3
Molecular formula: C4H4N2O2
Method: DFT, the ωB97M-V functional and the def2-TZVPD basis

Geometry as ORCA input:
```
! RIJCOSX wB97M-V def2-TZVPD def2/J DEFGRID3
* xyz 0 1
O 2.426 -0.188 -0.398
C 1.306 0.007 -0.097
C 0.418 -1.184 0.351
N -0.887 -1.387 0.294
N -1.768 -0.706 -0.472
C -1.717 0.569 -0.319
C -0.620 1.249 0.407
O 0.768 1.229 0.055
H 0.989 -1.914 0.856
H -2.471 1.038 -0.829
H -1.177 2.314 0.356
H -0.635 1.027 1.554
*
```

Calculated values
LUMO energy	-0.021	Ha
gap between HOMO and LUMO	9.43	eV
SMILES	O=C1C=NN=CCO1
DFT total energy	-11284.558	eV

---

Record 4
Molecular formula: C4H4N2O2
Method: DFT, the ωB97M-V functional and the def2-TZVPD basis

Geometry as ORCA input:
```
! RIJCOSX wB97M-V def2-TZVPD def2/J DEFGRID3
* xyz 0 1
O -2.509 -0.634 2.142
C -1.463 -0.663 1.499
C -1.168 0.235 0.412
C -0.004 0.131 -0.265
N 1.154 -0.633 -0.124
N 2.163 -0.139 -0.937
C 1.593 0.758 -1.606
O 0.266 0.978 -1.287
H -0.626 -1.367 1.751
H -1.886 1.008 0.209
H 1.420 -1.187 0.745
H 2.067 1.425 -2.358
*
```

Calculated values
LUMO energy	0.023	Ha
gap between HOMO and LUMO	9.26	eV
SMILES	O=C/C=C1\NN=CO1
DFT total energy	-11286.083	eV

---

Record 5
Molecular formula: C4H4N2O2
Method: DFT, the ωB97M-V functional and the def2-TZVPD basis

Geometry as ORCA input:
```
! RIJCOSX wB97M-V def2-TZVPD def2/J DEFGRID3
* xyz 0 1
O 1.677 -1.431 -0.533
C 0.712 -0.663 -0.364
C -0.043 0.045 -1.424
C -1.090 0.836 -1.108
N -1.376 1.214 0.156
C -0.688 0.579 1.068
N 0.315 -0.317 0.926
O 0.985 -0.873 1.951
H 0.350 -0.225 -2.440
H -1.588 1.428 -1.874
H -0.863 0.852 2.149
H 1.609 -1.444 1.494
*
```

Calculated values
LUMO energy	0.014	Ha
gap between HOMO and LUMO	9.84	eV
SMILES	O=c1ccncn1O
DFT total energy	-11286.222	eV

---

Record 6
Molecular formula: C4H4N2O2
Method: DFT, the ωB97M-V functional and the def2-TZVPD basis

Geometry as ORCA input:
```
! RIJCOSX wB97M-V def2-TZVPD def2/J DEFGRID3
* xyz 0 1
C -2.464 -0.359 0.316
N -1.406 -0.769 -0.566
N -0.137 -0.455 -0.128
O 0.749 -1.491 -0.287
C 1.976 -0.591 -0.044
C 1.709 0.788 0.031
C 0.206 0.874 -0.282
O -0.587 1.782 -0.355
H -2.400 0.525 1.155
H -3.258 -0.756 -0.320
H 3.039 -1.118 0.482
H 2.574 1.570 -0.003
*
```

Calculated values
LUMO energy	-0.001	Ha
gap between HOMO and LUMO	9.06	eV
SMILES	C=Nn1occc1=O
DFT total energy	-11281.022	eV

---

The records above yield largest force on an atom values of 2.46 1.96 5.45 2.39 3.24 6.65 eV/A, respectively.
The records above yield energy above the lowest of the compared OMol25 structures with the same formula, charge and spin values of 478.0 208.1 384.2 237.1 223.6 725.3 kJ/mol, respectively.